# 1
48
Properties=species:S:1:pos:R:3:forces:R:3:lowdin_charge:R:1 method="wB97M-V/def2-TZVPD" homo_ev=-7.6 largest_force_ev_per_a=1.53 orbital_gap_ev=7.42 total_charge=0
Pd 0.308478 0.424514 -1.381651 0.54 -0.09 -1.43 0.957
S 4.412320 2.082839 -1.370151 -0.26 -0.15 0.01 1.006
C 4.595728 0.376597 -1.325645 0.02 0.15 -0.01 -0.416
C 3.406596 -0.289861 -1.381328 0.10 -0.20 -0.02 -0.182
C 2.293952 0.580891 -1.459062 -0.77 0.56 0.09 -0.272
C 2.686315 1.902244 -1.453463 0.67 -0.34 -0.02 -0.549
C 1.703349 2.942566 -1.437004 -0.39 0.18 0.03 -0.287
C 1.935311 4.318625 -1.373121 0.11 -0.16 -0.01 -0.017
C 0.864310 5.182849 -1.325932 -0.21 -0.11 -0.01 -0.057
C -0.429216 4.662483 -1.329346 0.14 0.22 0.02 -0.058
C -0.593835 3.295828 -1.385137 -0.10 -0.09 0.02 -0.102
N 0.437212 2.452026 -1.447356 0.35 0.42 0.00 -0.019
H 5.590351 -0.036792 -1.261195 -0.03 -0.05 -0.04 0.063
H 3.330850 -1.367789 -1.373320 -0.01 0.00 0.02 0.100
H 2.955739 4.677359 -1.353445 -0.01 0.03 -0.02 0.106
H 1.021022 6.252340 -1.282149 0.02 0.00 0.01 0.110
H -1.290115 5.313120 -1.280966 -0.03 -0.04 -0.02 0.104
H -1.575149 2.839929 -1.374490 0.02 -0.03 -0.03 0.105
O -1.801823 0.427414 -1.513112 -0.12 0.01 0.29 -0.100
C -2.493580 -0.591131 -1.413974 -0.12 0.26 -0.11 -0.189
C -2.069298 -1.949365 -1.375332 0.35 -0.42 0.11 -0.130
C -3.078345 -2.923805 -1.307193 -0.13 -0.09 -0.04 0.048
C -2.780951 -4.260774 -1.289015 0.13 0.49 -0.02 -0.161
C -1.439044 -4.689520 -1.290826 0.15 0.06 0.00 0.014
C -0.434778 -3.771008 -1.337116 -0.10 -0.36 -0.07 0.011
C -0.686410 -2.368564 -1.417274 -0.04 0.31 -0.07 -0.340
O 0.315294 -1.596529 -1.518797 0.14 -0.24 0.18 -0.132
N -3.853479 -5.228021 -1.280069 -0.29 -0.24 0.09 -0.367
O -3.553205 -6.409288 -1.281057 0.05 0.04 -0.01 0.066
O -5.003084 -4.818933 -1.270837 0.08 0.02 -0.01 0.059
H -3.578150 -0.434899 -1.345065 -0.09 -0.06 -0.10 0.136
H -4.116128 -2.617203 -1.283126 -0.02 -0.02 -0.02 0.127
H -1.221534 -5.747093 -1.254258 -0.03 -0.02 0.01 0.121
H 0.601632 -4.078889 -1.335896 0.00 0.01 -0.02 0.120
C 0.234495 0.358339 5.305242 0.02 0.00 -0.02 -0.044
C 0.239076 0.372115 3.806206 0.05 0.05 -0.19 -0.268
C -0.648998 -0.382972 3.051775 -0.08 -0.08 0.12 -0.018
C -0.600060 -0.322677 1.669089 0.18 0.16 0.08 -0.113
N 0.265752 0.437354 1.001478 -0.19 -0.11 1.10 0.020
C 1.128520 1.157463 1.719314 -0.13 -0.08 -0.04 -0.114
C 1.149720 1.154791 3.100188 0.04 0.03 0.11 -0.020
H -0.540001 -0.299878 5.694169 0.01 0.00 0.02 0.077
H 0.065279 1.364361 5.691662 -0.02 -0.02 0.03 0.086
H 1.201323 0.022764 5.682976 -0.02 -0.02 0.03 0.086
H -1.381286 -1.019775 3.533209 0.01 0.01 0.01 0.113
H -1.285220 -0.913187 1.073031 -0.03 -0.03 -0.03 0.098
H 1.833617 1.757227 1.153997 0.03 0.01 -0.02 0.103
H 1.877427 1.761935 3.625354 -0.01 0.00 0.00 0.116

***

# 2
18
Properties=species:S:1:pos:R:3:forces:R:3:lowdin_charge:R:1 method="wB97M-V/def2-TZVPD" homo_ev=-8.5 largest_force_ev_per_a=7.15 orbital_gap_ev=5.00 total_charge=0
N -2.939557 -1.386061 -0.385673 -0.51 -0.11 1.02 -0.028
C 0.270905 0.109441 0.075418 -2.26 -0.54 -5.16 0.002
C 0.535869 -0.162928 -1.403734 -2.30 0.25 0.66 -0.508
S -1.112159 0.263385 -2.419675 2.76 -0.48 2.06 0.509
C 1.291490 0.625709 0.833288 5.38 2.56 3.95 -0.422
N 1.078452 0.601801 2.298595 0.99 -0.04 -1.63 0.003
C 0.559185 -0.656241 2.941601 0.71 -0.18 -0.79 -0.077
O 2.425897 1.065455 0.406288 -4.05 -1.38 1.00 0.038
H -2.475519 -0.997624 -1.216773 -0.80 -0.17 0.44 -0.148
H -3.479722 -0.707167 0.186682 0.64 -0.60 -1.09 0.021
H -3.527215 -2.206497 -0.575077 0.50 0.71 -0.10 0.009
H -0.732501 -0.048580 0.444036 0.07 -0.42 0.23 0.084
H 1.024612 -1.146345 -1.439705 -0.56 -0.15 -0.71 0.097
H 1.216132 0.549049 -1.859689 0.56 0.21 0.45 0.057
H 2.007751 0.884432 2.666347 -1.08 -0.17 -0.06 0.127
H 1.440025 -1.165451 3.350456 -0.29 -0.11 0.04 0.081
H -0.221159 -0.640827 3.738349 0.53 0.85 -0.79 0.089
H 0.218006 -1.264851 2.099987 -0.29 -0.26 0.48 0.067

***

# 3
16
Properties=species:S:1:pos:R:3:forces:R:3:lowdin_charge:R:1 method="wB97M-V/def2-TZVPD" multiplicity=2 homo_ev="1.3 / -5.8" largest_force_ev_per_a=1.75 orbital_gap_ev="2.44 / 9.40" total_charge=-1
N 1.883325 3.147780 1.036805 0.81 1.25 0.91 -0.103
H 1.481238 3.771954 1.732529 -0.03 -0.31 -0.21 -0.026
H 2.134768 2.266946 1.457060 -0.42 -0.32 -0.37 -0.050
H 1.331689 3.140617 0.204292 -0.17 -0.64 -0.02 -0.087
N 0.519811 2.665762 -1.942277 -0.83 -0.25 -1.03 -0.138
H 0.567574 3.515255 -1.409519 0.32 -0.12 0.17 -0.055
H 0.695431 2.802375 -2.927460 0.15 0.07 0.10 -0.039
H 0.896511 1.789397 -1.604180 0.16 0.31 0.43 -0.077
N -0.635540 -1.284250 0.502203 0.26 0.46 0.60 -0.132
H 0.368261 -1.115346 0.461320 0.00 -0.22 0.02 -0.067
H -1.029292 -0.489961 0.009970 -0.25 -0.20 -0.23 -0.065
H -0.843198 -2.166364 0.058377 0.05 0.01 -0.30 -0.070
N -1.712557 -4.465006 0.462559 0.73 -0.84 -0.07 -0.047
H -1.743293 -5.377211 0.011628 -0.17 0.38 -0.11 -0.011
H -2.348530 -3.815872 0.038532 -0.41 0.07 -0.01 -0.022
H -1.908944 -4.615960 1.439495 -0.19 0.33 0.14 -0.011

***

# 4
13
Properties=species:S:1:pos:R:3:forces:R:3:lowdin_charge:R:1 method="wB97M-V/def2-TZVPD" homo_ev=-9.3 largest_force_ev_per_a=0.57 orbital_gap_ev=10.43 total_charge=0
C -2.149120 0.130708 -0.199657 -0.12 -0.02 -0.10 -0.102
C -1.145946 0.026299 0.970685 0.00 -0.03 0.09 -0.259
C 0.237495 0.184195 0.515375 0.50 -0.16 -0.21 -0.066
C 1.339446 0.126137 0.030945 -0.49 -0.03 0.17 -0.092
C 2.627202 -0.114722 -0.617188 0.08 -0.01 -0.05 -0.115
H -2.790626 1.011592 -0.102651 0.10 -0.13 -0.02 0.066
H -2.792984 -0.754662 -0.248264 0.09 0.21 0.02 0.067
H -1.611945 0.208116 -1.149099 -0.15 -0.03 0.14 0.069
H -1.205027 -0.966463 1.429469 -0.07 0.11 -0.01 0.106
H -1.394314 0.738543 1.763356 0.09 -0.03 -0.12 0.102
H 3.265775 -0.734925 0.018623 -0.04 0.11 -0.08 0.075
H 2.453487 -0.658336 -1.550480 0.09 0.05 0.07 0.076
H 3.166563 0.803515 -0.861120 -0.09 -0.04 0.09 0.072

***

# 5
16
Properties=species:S:1:pos:R:3:forces:R:3:lowdin_charge:R:1 method="wB97M-V/def2-TZVPD" homo_ev=-8.3 largest_force_ev_per_a=0.47 orbital_gap_ev=9.49 total_charge=0
C -1.102252 1.035330 -1.316662 -0.13 0.02 -0.04 -0.090
N 0.214553 0.640972 -0.844501 -0.04 0.04 -0.02 -0.130
C 0.641787 0.931934 0.512483 0.10 0.38 0.09 -0.202
C 0.270812 -0.242174 1.444932 -0.12 -0.02 0.28 -0.155
C -0.427498 -1.266143 0.566802 -0.17 -0.02 -0.02 -0.101
C 0.529924 -0.771738 -0.553005 0.05 -0.34 -0.32 -0.205
C 1.500589 -0.277499 0.572021 0.32 -0.04 0.03 -0.098
H -1.851122 1.169648 -0.522294 0.10 -0.12 -0.03 0.081
H -1.479488 0.286311 -2.022308 0.07 0.08 0.10 0.085
H -1.010891 1.980810 -1.864339 -0.09 -0.12 0.13 0.076
H 0.825794 1.935102 0.884340 0.02 -0.17 -0.07 0.139
H 0.233228 -0.135457 2.524963 -0.04 0.03 -0.21 0.125
H -1.510494 -1.195170 0.404028 0.16 0.02 -0.02 0.098
H -0.160621 -2.284671 0.867979 -0.05 0.17 -0.07 0.111
H 0.766296 -1.404508 -1.410736 -0.02 0.10 0.15 0.136
H 2.559381 -0.402747 0.756297 -0.17 -0.01 0.02 0.130

***

# 6
19
Properties=species:S:1:pos:R:3:forces:R:3:lowdin_charge:R:1 method="wB97M-V/def2-TZVPD" homo_ev=-8.8 largest_force_ev_per_a=1.35 orbital_gap_ev=9.73 total_charge=0
C -0.230720 0.285129 -1.828795 0.23 0.00 0.56 -0.272
N -1.450705 1.029012 -2.060511 0.28 -0.01 -0.34 -0.001
C -0.065626 -0.362409 -0.423726 0.45 1.20 -0.43 -0.387
C 0.998916 -1.448206 -0.526529 -0.49 -0.31 0.06 -0.065
N 0.332480 0.729614 0.480746 -0.11 -0.19 0.54 -0.036
C 0.093497 0.582861 1.907016 0.31 -0.76 -0.79 -0.265
O 0.255058 -0.747429 2.436468 0.27 0.21 -0.36 -0.080
H 0.609725 0.980727 -1.962024 -0.10 -0.10 0.04 0.115
H -0.066112 -0.482338 -2.580215 -0.37 -0.15 -0.26 0.100
H -2.277451 0.481310 -1.857611 0.04 0.26 0.15 0.064
H -1.433024 1.910982 -1.562150 -0.28 -0.31 0.12 0.063
H -1.034359 -0.720478 -0.069080 0.08 -0.27 -0.07 0.143
H 1.961421 -0.989662 -0.763766 -0.02 -0.11 -0.24 0.086
H 1.111054 -1.988810 0.404589 0.02 -0.16 0.16 0.056
H 0.703798 -2.181608 -1.287828 0.32 0.15 0.05 0.082
H 1.273502 1.039050 0.279518 0.08 -0.12 0.02 0.104
H -0.946286 0.820495 2.086786 -0.15 0.13 0.41 0.113
H 0.795242 1.233831 2.421560 -0.27 0.43 0.11 0.114
H 1.127092 -1.058658 2.147110 -0.29 0.11 0.28 0.067

***

We obtain DFT total energy values of -50062.6244 -20168.2806 -6153.7979 -5312.9254 -7854.8576 -9369.8417 eV for the records listed above, in that order.